Below is an isolated ion of composition C28H50IN3O3P and charge +1, with properties calculated with ωB97M-V/def2-TZVPD.

```
! RIJCOSX wB97M-V def2-TZVPD def2/J DEFGRID3
* xyz 1 1
C 7.5484 3.1111 3.8166
C 7.4304 2.2225 3.0172
C 7.3178 1.0755 2.1188
C 6.0585 1.1611 1.1939
C 5.2099 -0.0942 1.4185
C 4.2909 -0.5218 0.3100
N 3.6684 -1.6416 0.4772
I 3.7785 -2.8336 2.1568
C 2.8121 -2.1056 -0.6275
C 1.3010 -1.7988 -0.5355
C 0.5479 -2.4038 0.6725
O 0.3811 -1.4347 1.7135
P 3.2241 -3.8003 -1.3981
C 2.7001 -5.1692 -0.2615
O 2.1470 -3.8728 -2.6616
C 3.3168 -1.0801 -1.7324
O 4.3479 -1.7093 -2.5884
C 4.0899 -1.6181 -3.8531
N 4.0411 -1.2714 -4.9573
C 3.9469 0.1412 -1.0028
C 5.0606 0.8294 -1.8233
N 4.6009 1.1653 -3.1597
C 2.7952 1.2267 -0.9288
C 2.2625 1.5286 0.4858
C 1.4443 2.8515 0.4461
C -0.0474 2.6843 0.7880
C -0.7406 1.4767 0.1135
C -2.0561 1.8512 -0.6091
C -3.3107 1.6630 0.2410
C -4.5610 1.6476 -0.6861
C -5.4292 0.3916 -0.5234
C -6.6031 0.5757 0.4769
C -7.9596 0.7180 -0.2113
C -9.1374 0.3560 0.7029
C -9.1557 -1.1542 1.0067
C -10.5711 -1.7729 1.0383
H 7.8504 3.7410 4.6140
H 8.2228 1.0565 1.5126
H 7.3221 0.1753 2.7331
H 6.4417 1.2527 0.1857
H 5.5440 2.0869 1.4397
H 5.9105 -0.9228 1.5597
H 4.6491 0.0029 2.3508
H 1.0779 -0.7342 -0.5477
H 0.8445 -2.2134 -1.4354
H 1.0336 -3.2836 1.0923
H -0.4495 -2.6599 0.3275
H 1.2458 -1.0315 1.8291
H 3.5801 -5.4252 0.3257
H 1.8763 -4.9587 0.4172
H 2.5004 -6.0494 -0.8734
H 1.9697 -4.8136 -2.7882
H 2.5177 -0.8892 -2.4395
H 5.3034 1.7540 -1.2978
H 5.9876 0.2535 -1.8032
H 5.2409 0.7566 -3.8274
H 4.6152 2.1626 -3.3133
H 3.1502 2.1730 -1.3217
H 1.9453 0.9506 -1.5482
H 3.1069 1.7337 1.1513
H 1.6541 0.7315 0.9067
H 1.8657 3.5800 1.1386
H 1.5004 3.3165 -0.5402
H -0.2074 2.7080 1.8659
H -0.5527 3.5799 0.4165
H -0.9986 0.7610 0.8920
H -0.0787 1.0601 -0.6470
H -2.1414 1.1525 -1.4483
H -2.0019 2.8402 -1.0652
H -3.4460 2.5126 0.9123
H -3.3050 0.7291 0.7998
H -4.2626 1.6990 -1.7346
H -5.2031 2.5123 -0.5101
H -4.8418 -0.4820 -0.2307
H -5.8926 0.1169 -1.4734
H -6.6664 -0.2552 1.1795
H -6.4030 1.4916 1.0378
H -8.0582 0.0786 -1.0928
H -8.1028 1.7422 -0.5688
H -9.0567 0.8707 1.6654
H -10.0812 0.6859 0.2697
H -8.6435 -1.3941 1.9383
H -8.5933 -1.6735 0.2260
H -11.3460 -1.0495 1.2769
H -10.7645 -2.2240 0.0652
H -10.6099 -2.6028 1.7431
*
```

## Properties
Calculated total energy in Eh: -2125.4962
Frontier orbital gap in eV: 6.69
E_HOMO in eV: -11.51